Run i
{
  "formula": "C5H8S",
  "method": "ωB97M-V/def2-TZVPD",
  "species": ["C", "C", "C", "C", "C", "H", "H", "H", "H", "H", "H", "H", "H", "S"],
  "xyz": [[1.895, -0.291, -0.040], [0.361, -0.120, 0.090], [-0.252, 1.134, -0.123], [-1.700, 1.059, 0.057], [-0.497, -1.345, 0.031], [2.447, 0.747, -0.359], [2.223, -1.162, -0.793], [2.478, -0.402, 1.079], [0.316, 2.150, -0.266], [-2.374, 1.499, -0.691], [-1.953, 1.320, 1.210], [-0.270, -1.853, -0.982], [-0.398, -2.115, 0.845], [-2.276, -0.620, -0.058]],
  "mulliken_charge": [-1.04, 0.56, -0.53, -0.42, -0.49, 0.26, 0.26, 0.23, 0.22, 0.34, 0.23, 0.25, 0.32, -0.18],
  "homo_lumo_gap_ev": 9.095,
  "e_homo_ev": -8.2,
  "lumo_energy_ev": 0.8476,
  "smiles": "CC1=CCSC1"
}

Run ii
{
  "formula": "C5H8S",
  "method": "ωB97M-V/def2-TZVPD",
  "species": ["C", "C", "C", "C", "C", "S", "H", "H", "H", "H", "H", "H", "H", "H"],
  "xyz": [[-1.857, 0.565, 0.216], [-0.823, 1.415, 0.147], [0.030, -0.934, 0.125], [2.822, -0.392, 0.074], [-1.377, -0.856, -0.152], [0.743, 0.521, -0.108], [-2.833, 0.878, 0.418], [-0.872, 2.557, 0.254], [0.547, -1.812, 0.286], [3.593, 0.419, -0.196], [2.956, -0.755, 1.114], [-1.960, -1.595, 0.490], [-1.643, -1.014, -1.214], [0.674, 1.003, -1.454]],
  "mulliken_charge": [-0.48, -0.24, -0.55, -0.68, -0.38, -0.02, 0.46, 0.30, 0.49, 0.23, 0.27, 0.27, 0.23, 0.10],
  "homo_lumo_gap_ev": [6.925, 6.515],
  "e_homo_ev": [-7.1, -7.1],
  "lumo_energy_ev": [-0.2210, -0.6170]
}

Bottom line: run i, by a margin of 135.1 kcal/mol.